(1)
Formula: C25H23BrF3FeN3OP
Source: OMol25
Level of theory: ωB97M-V with the def2-TZVPD basis set

```
58
C25H23BrF3FeN3OP, DFT ωB97M-V with the def2-TZVPD basis set
Fe 0.05398 0.63611 0.60658
Br -3.78740 -0.66536 -5.75621
C -2.94054 -0.00232 -4.25517
C -2.30737 1.26612 -4.32110
C -1.65572 1.74702 -3.23372
C -1.56193 0.96514 -2.02354
O -0.86121 1.37260 -1.07032
C -2.30217 -0.28951 -1.94889
C -2.50219 -0.97360 -0.67798
N -1.85656 -0.70514 0.38680
C -2.24568 -1.22834 1.63610
C -3.04327 -2.32357 1.85098
C -3.47121 -2.66210 3.14782
C -3.11417 -1.88738 4.21538
C -2.26310 -0.77312 4.03254
C -1.86215 0.06362 5.09979
C -1.02152 1.11148 4.86069
C -0.54627 1.30545 3.55713
N -0.90281 0.55390 2.53030
C -1.78728 -0.47016 2.74324
C -2.96148 -0.74374 -3.06320
H -2.35471 1.83730 -5.23842
H -1.16821 2.71322 -3.24874
H -3.32270 -1.69452 -0.66720
H -3.35643 -2.94623 1.02188
H -4.10466 -3.52713 3.28685
H -3.47002 -2.11917 5.21105
H -2.23203 -0.13843 6.09768
H -0.70259 1.77454 5.65176
H 0.16224 2.10010 3.35570
H -3.51494 -1.67411 -3.02101
C 0.61568 -2.70876 -0.93167
P 1.23404 -1.58279 0.36237
C 3.02202 -1.56454 0.01168
C 1.13998 -2.62516 1.85432
H 1.23146 -3.60836 -0.95121
H 0.66135 -2.23012 -1.91104
H -0.41585 -2.99704 -0.72821
H 3.40036 -2.58688 0.03557
H 3.55695 -0.97155 0.75342
H 3.21352 -1.14198 -0.97426
H 1.65639 -3.56810 1.67213
H 0.09939 -2.83274 2.10623
H 1.60926 -2.12093 2.69911
F 5.24223 2.75707 -3.67679
C 4.54746 3.64981 -2.96891
F 3.86891 4.41744 -3.82653
F 5.40199 4.41739 -2.30027
C 3.58518 2.94227 -2.03663
C 3.46652 3.30926 -0.71146
C 2.56392 2.61971 0.08110
N 1.81674 1.61164 -0.37850
C 1.94552 1.26681 -1.66795
C 2.80980 1.90168 -2.53061
H 4.05981 4.11031 -0.29433
H 2.44554 2.88274 1.12452
H 1.34021 0.43793 -2.01460
H 2.88575 1.59218 -3.56422
```

Summary:
Energy ... -5684.19654 Ha
Molar mass ... 605.20 g/mol
Orbital gap (alpha / beta) ... 0.2809 / 0.2124 Eh
Max |F| ... 0.013 hartree/bohr
Multiplicity ... 6
HOMO energy (alpha / beta) ... -14.05 / -14.37 eV
Net charge ... +2
Relative energy (zero: lowest compared OMol25 entry of this formula, charge and spin) ... 59.2 kJ/mol
<S²> ... 8.79

These are the natural (NBO) partial charges, in e, on atoms 1 to 5: Fe 1.487; Br 0.269; C -0.036; C -0.215; C -0.161

***

(2)
Formula: CH8NO3
Source: OMol25
Level of theory: ωB97M-V with the def2-TZVPD basis set

```
13
CH8NO3, DFT ωB97M-V with the def2-TZVPD basis set
N 0.99081 -1.90476 1.04256
C 0.14532 -0.72671 1.33942
O -0.57345 -0.29292 0.26537
H 0.62707 -2.34987 0.19440
H 1.83104 -1.53419 0.59411
H -0.50972 -1.04651 2.17679
H 0.84467 0.10514 1.61728
H -0.91921 1.27233 0.10696
H -0.28856 2.68168 -0.36119
O -1.10731 2.25236 -0.14318
H -0.16818 0.02765 -1.41708
H 0.83091 1.07314 -2.01422
O 0.41598 0.22831 -2.19811
```

Summary:
Energy ... -323.39713 Ha
Molar mass ... 82.08 g/mol
Orbital gap ... 0.2934 Eh
Max |F| ... 0.027 hartree/bohr
Multiplicity ... 1
HOMO energy ... -3.75 eV
Net charge ... -1
Relative energy (zero: lowest compared OMol25 entry of this formula, charge and spin) ... 37.4 kJ/mol

These are the natural (NBO) partial charges, in e, on atoms 1 to 5: N -0.891; C 0.127; O -0.979; H 0.348; H 0.327

***

(3)
Formula: C28H58Cl2N6O14
Source: OMol25
Level of theory: ωB97M-V with the def2-TZVPD basis set

```
108
C28H58Cl2N6O14, DFT ωB97M-V with the def2-TZVPD basis set
O 1.54248 1.28375 -0.05465
C 0.57045 1.97690 0.78710
C -0.27732 1.28356 1.88381
O -1.09701 0.18307 1.48403
H -0.03506 2.73832 0.29547
H 1.24465 2.71063 1.22891
H -0.97489 2.00806 2.30402
H 0.21839 0.82472 2.73928
C 6.42465 5.28188 1.69246
C 7.02589 4.12867 2.47587
O 8.34900 4.61218 2.87459
C 8.62420 5.76001 2.35139
O 9.74556 6.27011 2.33878
O 7.52037 6.18399 1.53540
H 5.58361 5.75517 2.19915
H 5.94031 4.92006 0.78548
H 7.08661 3.22679 1.86677
H 6.48273 3.86763 3.38413
C -4.93076 0.81570 7.01476
C -5.83969 0.48501 5.84913
O -7.11144 0.63043 6.49181
C -7.05411 1.04768 7.76645
O -8.01047 1.12279 8.54308
O -5.77973 1.41475 8.09464
H -4.19731 1.53413 6.64869
H -4.52369 -0.14055 7.34334
H -5.65097 -0.51304 5.45368
H -5.67134 1.12348 4.98189
C -4.71809 2.06410 -5.91670
C -3.89899 1.86084 -4.53909
O -3.64418 0.69019 -4.08897
N -3.64537 2.92618 -3.83710
C -4.29611 4.31450 -3.92718
H -5.62831 2.66341 -5.89578
H -4.92358 1.09075 -6.36223
H -4.11975 2.55508 -6.68418
H -2.93801 2.79829 -3.12759
H -3.56368 5.12044 -3.88139
H -4.99925 4.52113 -3.12034
H -4.71548 4.52445 -4.91113
C -8.04793 -3.65201 -1.15547
C -6.71287 -2.98958 -0.84774
O -5.68797 -3.61776 -1.10442
N -6.62362 -1.76828 -0.37199
C -7.75053 -0.79853 -0.14264
H -8.62496 -2.97193 -1.78208
H -8.54564 -4.02590 -0.26072
H -7.87854 -4.51423 -1.80042
H -5.67985 -1.59471 -0.05693
H -8.62169 -0.87275 -0.79353
H -7.37802 0.21908 -0.26014
H -8.07126 -0.98925 0.88150
C 1.57629 -1.16401 -9.43053
C 1.32306 -0.19928 -8.24703
O 1.29351 -0.64298 -7.07562
N 1.29922 1.13012 -8.54858
C 1.53584 2.13156 -7.55914
H 2.24365 -0.74801 -10.18531
H 0.67656 -1.43451 -9.98317
H 2.08014 -2.06424 -9.07866
H 1.46307 1.34646 -9.52143
H 2.51002 2.59125 -7.72578
H 1.51155 1.72114 -6.54965
H 0.69647 2.82690 -7.55082
C 5.51187 -2.60138 2.97971
C 5.76384 -3.78936 2.04189
O 4.87913 -4.31660 1.37067
N 7.04757 -4.16678 1.94503
C 7.43358 -5.15375 0.95271
H 5.65051 -1.65036 2.46546
H 6.06289 -2.67235 3.91749
H 4.48980 -2.80612 3.29838
H 7.82879 -3.71081 2.39435
H 8.49851 -5.32294 1.11213
H 7.27551 -4.81992 -0.07279
H 6.77233 -6.01054 1.08215
C -3.67612 -8.01516 3.06860
C -2.63322 -6.96895 3.27855
O -1.91005 -6.61744 2.29288
N -2.39407 -6.50996 4.53428
C -1.50382 -5.41312 5.03320
H -4.54219 -7.54795 2.59986
H -4.12985 -8.51412 3.92491
H -3.26355 -8.82411 2.46567
H -2.79931 -7.01237 5.31111
H -0.69662 -6.13407 5.16266
H -1.82565 -4.96079 5.97124
H -1.32132 -4.58853 4.34411
C 7.67542 -2.48897 -5.53573
C 6.53448 -2.06934 -4.71456
O 5.68157 -2.96261 -4.40324
N 6.37238 -0.71542 -4.35619
C 7.50773 0.23018 -4.26744
H 7.53741 -1.97134 -6.48500
H 7.79113 -3.55968 -5.70394
H 8.59432 -2.08149 -5.11421
H 5.53494 -0.43065 -3.86866
H 7.14973 1.25939 -4.24173
H 8.19584 0.21307 -5.11261
H 8.12512 -0.05530 -3.41572
Cl -4.74499 7.22660 7.81717
C -3.73069 7.95301 6.58381
C -2.83252 6.93917 5.84625
Cl -1.63328 6.23774 7.02418
H -3.09555 8.65181 7.12821
H -4.39944 8.42616 5.86477
H -2.11275 7.54928 5.30052
H -3.37018 6.19210 5.26240
```

Summary:
Energy ... -3403.68228 Ha
Molar mass ... 773.71 g/mol
Orbital gap ... 0.0669 Eh
Max |F| ... 0.111 hartree/bohr
Multiplicity ... 1
HOMO energy ... 1.53 eV
Net charge ... -2

These are the Mulliken partial charges, in e, on atoms 1 to 5: O -0.942; C -0.429; C -0.301; O -0.921; H 0.214

***

(4)
Formula: C37H39B2F4N6O6PTi
Source: OMol25
Level of theory: ωB97M-V with the def2-TZVPD basis set

```
96
C37H39B2F4N6O6PTi, DFT ωB97M-V with the def2-TZVPD basis set
Ti -1.30869 -0.88129 -0.17401
C -1.69200 0.21687 4.09224
C -1.48872 0.13624 2.61666
N -1.62827 -0.94424 1.92307
O -1.87433 -2.08483 2.61806
B -3.06944 -2.87149 2.17236
F -4.19716 -2.07908 2.35345
F -3.06575 -4.02027 2.89589
O -2.95814 -3.23690 0.72726
N -3.00225 -2.10611 -0.03841
C -4.13428 -1.77125 -0.55269
C -5.37721 -2.59273 -0.48466
C -4.12840 -0.44136 -1.18498
N -3.04133 0.23109 -0.98673
O -2.98171 1.44222 -1.60514
B -2.33219 2.53672 -0.79476
F -3.14584 2.80197 0.29464
F -2.17262 3.59491 -1.63523
O -0.98015 2.12346 -0.31891
N -1.10092 1.09301 0.56282
C -1.21148 1.34218 1.82115
C -1.13056 2.67922 2.46885
C -5.29151 0.09769 -1.95121
H -2.68807 0.61980 4.28947
H -1.62545 -0.77285 4.54060
H -0.96124 0.88809 4.54186
H -5.16960 -3.54088 0.00564
H -5.76593 -2.76901 -1.48762
H -6.13877 -2.05746 0.08481
H -1.04613 3.45873 1.71754
H -2.02506 2.85209 3.06430
H -0.26710 2.71235 3.13631
H -6.07552 -0.64050 -2.06813
H -4.96314 0.44555 -2.93166
H -5.68718 0.96988 -1.42798
N 0.57960 -0.72284 0.18655
P 1.77156 -0.95253 1.16430
C 1.98115 0.42428 2.34209
C 2.14544 1.69278 1.78288
C 2.30776 2.80098 2.59324
C 2.26759 2.65878 3.97508
C 2.05792 1.40906 4.53617
C 1.91901 0.29354 3.72226
C 3.34894 -1.05969 0.26342
C 4.47843 -0.30148 0.53790
C 5.65318 -0.52105 -0.16804
C 5.70686 -1.50723 -1.13840
C 4.58518 -2.28112 -1.40339
C 3.41373 -2.05923 -0.70531
C 1.82945 -2.46760 2.15412
C 2.90578 -2.67974 3.01429
C 2.98270 -3.83974 3.75580
C 1.99102 -4.80834 3.63191
C 0.93777 -4.61449 2.75472
C 0.86031 -3.44617 2.01008
H 2.13660 1.80401 0.70468
H 2.44682 3.77687 2.15078
H 2.38934 3.52451 4.61166
H 2.01071 1.29745 5.60972
H 1.76399 -0.67970 4.16681
H 4.45385 0.46174 1.30361
H 6.52728 0.07623 0.04790
H 6.62348 -1.67817 -1.68558
H 4.62157 -3.05659 -2.15363
H 2.53936 -2.66324 -0.91430
H 3.68982 -1.93717 3.09964
H 3.81875 -3.99839 4.42266
H 2.05257 -5.71874 4.21085
H 0.17142 -5.36622 2.63980
H 0.06387 -3.31769 1.29419
C 1.97243 4.91348 -4.14702
C 1.17029 3.65625 -4.01131
C 1.73166 2.51036 -3.46930
C 0.99115 1.35582 -3.28239
C 1.65952 0.12991 -2.75313
C -0.36333 1.36094 -3.65941
C -1.23967 0.23431 -3.37951
O -1.15818 -0.56956 -2.44908
C -0.93433 2.49199 -4.28089
C -2.35977 2.53834 -4.74384
C -0.15451 3.62437 -4.42841
H 3.03567 4.72417 -4.00730
H 1.65589 5.63908 -3.39573
H 1.82677 5.37146 -5.12472
H 2.78017 2.50696 -3.19977
H 2.73619 0.19528 -2.91071
H 1.29145 -0.77561 -3.23396
H 1.46533 0.02191 -1.68610
H -2.07476 0.08908 -4.08536
H -3.03832 2.58278 -3.89509
H -2.62426 1.67434 -5.35361
H -2.51817 3.42982 -5.34823
H -0.58950 4.50494 -4.87918
O 0.28335 -4.09549 -2.51384
C -0.18444 -3.39241 -1.70207
N -0.66719 -2.69740 -0.86337
```

Summary:
Energy ... -3853.66056 Ha
Molar mass ... 840.21 g/mol
Orbital gap ... 0.2475 Eh
Max |F| ... 0.083 hartree/bohr
Multiplicity ... 1
HOMO energy ... -8.20 eV
Relative energy (zero: lowest compared OMol25 entry of this formula, charge and spin) ... 139.3 kJ/mol

These are the Mulliken partial charges, in e, on atoms 1 to 5: Ti -1.268; C -2.070; C 0.754; N 1.570; O -0.720

***

(5)
Formula: C10H15N2O
Source: OMol25
Level of theory: ωB97M-V with the def2-TZVPD basis set

```
28
C10H15N2O, DFT ωB97M-V with the def2-TZVPD basis set
C 2.45865 -0.41340 -1.56889
C 1.44039 -0.93934 -0.89831
C -1.11398 1.51354 0.05039
C 2.80603 1.05265 -1.63179
C -0.95319 0.01714 -0.07315
C 0.56880 -0.10029 -0.05394
C 0.97319 1.27643 0.25390
C -3.08584 -0.31814 1.27434
C -1.56437 -2.25434 0.81369
C -1.63759 -0.75594 1.09137
N -0.04909 2.20743 0.19531
N 2.53194 1.78837 -0.38096
O 1.11440 0.35263 1.20807
H 3.08168 -1.04962 -2.17911
H 1.23424 -1.99743 -0.93620
H -2.06735 2.01266 0.04584
H 3.86366 1.16916 -1.88117
H 2.21697 1.51089 -2.43423
H -1.37755 -0.33433 -1.01667
H -3.63472 -0.37835 0.33701
H -3.15683 0.69517 1.66195
H -3.56332 -0.98122 1.99012
H -2.12151 -2.50662 -0.08722
H -2.00276 -2.80007 1.64515
H -0.53593 -2.58490 0.70157
H -1.07576 -0.53564 2.00533
H 3.18591 1.55256 0.36981
H 2.46392 2.80101 -0.50222
```

Summary:
Energy ... -574.46994 Ha
Molar mass ... 179.24 g/mol
Orbital gap ... 0.3996 Eh
Max |F| ... 0.067 hartree/bohr
Multiplicity ... 1
HOMO energy ... -13.98 eV
Net charge ... +1
Relative energy (zero: lowest compared OMol25 entry of this formula, charge and spin) ... 134.2 kJ/mol

These are the natural (NBO) partial charges, in e, on atoms 1 to 5: C -0.161; C -0.194; C 0.227; C -0.276; C -0.328

***

(6)
Formula: C39H65BN3O6
Source: OMol25
Level of theory: ωB97M-V with the def2-TZVPD basis set

```
114
C39H65BN3O6, DFT ωB97M-V with the def2-TZVPD basis set
C -0.09693 2.10596 -8.92991
C 1.07856 1.06751 -8.60133
B 2.19198 1.67435 -7.60310
O 3.54899 1.47860 -7.99777
C 1.87669 2.49439 -6.25722
C 0.62722 2.65295 -5.72798
C 0.42229 3.51446 -4.43301
O -0.37892 3.25342 -3.57353
C 1.39233 4.73880 -4.31967
C 1.02523 6.01335 -3.73718
C 2.04496 7.07789 -3.74469
C 3.37945 6.90235 -4.29723
C 3.75392 5.61050 -4.89150
C 2.74832 4.57011 -4.87752
C 3.08394 3.17624 -5.51550
O 4.17643 2.68301 -5.39562
H -0.13140 2.27802 -10.04097
H 0.06810 3.08006 -8.39245
H -1.05920 1.62646 -8.62538
H 1.59579 0.87021 -9.58357
H 0.71339 0.07111 -8.24205
H 3.92575 2.34950 -8.21701
H -0.24147 2.17405 -6.24813
H 0.00959 6.20093 -3.33204
H 1.75515 8.06088 -3.31098
H 4.14310 7.70896 -4.31260
H 4.73450 5.39148 -5.36211
C -0.39420 1.05340 -0.77156
C 0.78301 1.30037 0.19805
C 1.41283 -0.05050 0.56779
C 0.50524 -0.88580 1.46669
C 0.09247 -0.10229 2.70917
C -0.44283 1.31522 2.43344
N 0.34089 2.06070 1.40497
O 1.42824 2.54067 1.99721
C -1.92202 1.26327 1.99457
C -0.50060 2.05077 3.79011
C 1.77821 2.11128 -0.65609
H -0.02762 0.74555 -1.75366
H -1.06434 0.25523 -0.45963
H -0.98254 1.96300 -0.91645
H 2.37078 0.10412 1.07777
H 1.64255 -0.62022 -0.33791
H -0.37963 -1.22398 0.92043
H 1.03491 -1.79412 1.77013
H -0.65500 -0.68085 3.25985
H 0.96885 -0.03945 3.36593
H -2.28319 2.26154 1.73348
H -2.55726 0.89316 2.80216
H -2.11021 0.60287 1.15200
H 0.46234 2.04894 4.30431
H -1.20914 1.56068 4.46132
H -0.82230 3.08775 3.66706
H 1.32771 3.05276 -0.98392
H 2.05784 1.55079 -1.55113
H 2.70723 2.34037 -0.13316
C -7.43212 -2.94474 1.48737
C -6.42697 -2.16398 2.36393
C -7.10638 -1.79987 3.69267
C -8.18442 -0.73402 3.51798
C -7.62583 0.50148 2.81824
C -6.82589 0.21318 1.53382
N -5.90862 -0.95821 1.65067
O -4.81920 -0.55214 2.28924
C -7.77685 -0.01389 0.33831
C -6.08559 1.51526 1.15633
C -5.31090 -3.19435 2.62607
H -7.59799 -3.94607 1.89158
H -8.42040 -2.49319 1.43971
H -7.05605 -3.06404 0.46778
H -6.36340 -1.43769 4.41160
H -7.55149 -2.69164 4.14370
H -9.03852 -1.13089 2.96189
H -8.57266 -0.44989 4.49995
H -8.45029 1.18533 2.59628
H -6.98480 1.02574 3.53665
H -7.21287 -0.28517 -0.55753
H -8.33325 0.89709 0.10530
H -8.52942 -0.77944 0.51126
H -5.46496 1.89076 1.97200
H -6.79959 2.30792 0.92273
H -5.44994 1.37172 0.27917
H -4.85324 -3.51519 1.68593
H -5.71841 -4.08230 3.11383
H -4.52297 -2.81849 3.27896
C 6.79635 -3.43829 0.92392
C 5.25751 -3.54984 1.01300
C 4.66615 -2.14041 1.16166
C 4.96328 -1.52909 2.52804
C 4.50193 -2.45086 3.65319
C 4.95588 -3.91656 3.51798
N 4.84318 -4.45122 2.12936
O 3.57343 -4.78148 1.92754
C 6.41318 -4.08329 4.00123
C 4.14589 -4.74069 4.54261
C 4.86578 -4.12631 -0.36173
H 7.09586 -3.00921 -0.03510
H 7.23603 -2.78499 1.67412
H 7.26782 -4.42168 1.00147
H 3.58052 -2.16678 1.01473
H 5.05949 -1.48186 0.38145
H 6.02918 -1.30732 2.63227
H 4.44803 -0.56788 2.61277
H 4.84523 -2.04238 4.60821
H 3.40647 -2.41021 3.68454
H 6.75786 -5.10806 3.84213
H 6.49406 -3.87854 5.07146
H 7.11800 -3.40891 3.52089
H 3.06912 -4.61280 4.41899
H 4.37898 -4.42165 5.56076
H 4.37614 -5.80612 4.46746
H 5.32765 -5.10581 -0.51533
H 5.21139 -3.46987 -1.16308
H 3.78869 -4.23194 -0.49286
```

Summary:
Energy ... -2165.36493 Ha
Molar mass ... 682.78 g/mol
Orbital gap (alpha / beta) ... 0.2696 / 0.2949 Eh
Max |F| ... 0.070 hartree/bohr
Multiplicity ... 4
HOMO energy (alpha / beta) ... -8.42 / -9.11 eV
<S²> ... 3.76

These are the Mulliken partial charges, in e, on atoms 1 to 5: C -0.953; C -0.421; B 0.316; O -0.485; C 0.259